(1)
# C29H33As2KN6O5S2

A molecular structure, C29H33As2KN6O5S2 at a distorted geometry (the ωB97M-V functional and the def2-TZVPD basis, OMol25).

```
! wB97M-V def2-TZVPD RIJCOSX def2/J DEFGRID3
* xyz -2 1
K -0.1197 -0.0402 -0.3444
N -2.5228 -0.1541 -4.0269
C -2.9683 -0.0220 -2.7238
S -3.8043 1.4067 -2.2702
N -2.7212 -1.0811 -1.9808
N -2.4999 -0.9359 -0.6713
C -2.7431 -1.9034 0.1411
C -3.5072 -3.1213 -0.2572
C -4.6608 -3.4761 0.4350
C -5.4102 -4.5832 0.0586
C -5.0098 -5.3574 -1.0221
C -3.8553 -5.0148 -1.7166
C -3.1127 -3.9041 -1.3408
C -2.1289 -1.8147 1.5021
C -2.0272 -2.9398 2.3126
C -1.3285 -2.8543 3.5088
C -0.7411 -1.6604 3.8649
C -0.9049 -0.5818 3.0051
N -1.5958 -0.6370 1.8735
H -3.0698 0.3395 -4.7132
H -2.2171 -1.0851 -4.2654
H -4.9714 -2.8696 1.2781
H -6.3097 -4.8375 0.6070
H -5.5930 -6.2203 -1.3217
H -3.5308 -5.6157 -2.5580
H -2.2216 -3.6278 -1.8866
H -2.4515 -3.8804 1.9883
H -1.2165 -3.7329 4.1340
H -0.1175 -1.5601 4.7411
H -0.4359 0.3692 3.2338
O 3.4085 -0.8243 0.9194
S 2.0279 -0.6545 1.4653
O 2.0380 -0.7600 2.9259
O 1.5064 0.6870 1.0448
O 1.1415 -1.6710 0.8361
C -1.5734 4.6451 -0.3042
As -0.9997 2.8748 0.3167
C -2.4240 2.6724 1.6406
C 0.4849 3.5716 1.4229
C 0.2581 4.2066 2.6408
C 1.3089 4.7045 3.3995
C 2.6093 4.5728 2.9345
C 2.8456 3.9520 1.7153
C 1.7994 3.4461 0.9498
As 2.1207 2.5825 -0.7991
C 2.5393 4.3180 -1.6659
C 3.9839 2.0144 -0.6680
H -1.7107 5.3114 0.5485
H -2.5079 4.5371 -0.8557
H -0.8163 5.0594 -0.9704
H -2.5585 3.5590 2.2615
H -2.2333 1.7920 2.2495
H -3.3291 2.4855 1.0604
H -0.7537 4.3043 3.0159
H 1.1112 5.1884 4.3493
H 3.4418 4.9413 3.5235
H 3.8662 3.8452 1.3702
H 3.3096 4.8499 -1.1041
H 1.6411 4.9357 -1.7095
H 2.8899 4.1440 -2.6861
H 4.6199 2.7754 -0.2142
H 4.3222 1.8415 -1.6918
H 4.0283 1.0814 -0.1004
N 3.9812 -3.2585 0.0305
C 3.7831 -3.5160 -1.2684
O 4.1341 -4.5357 -1.8569
C 3.0863 -2.4000 -1.9847
C 3.8108 -1.4352 -2.6555
C 3.1366 -0.4053 -3.2846
C 1.7558 -0.3760 -3.2076
N 1.0375 -1.3164 -2.5854
C 1.7022 -2.3014 -1.9823
H 4.4156 -3.9718 0.5883
H 3.7081 -2.3422 0.4383
H 4.8937 -1.4801 -2.6667
H 3.6691 0.3695 -3.8214
H 1.1867 0.4239 -3.6702
H 1.0998 -3.0485 -1.4797
*
```

Computed properties:
* LUMO: 4.2 eV
* ΔE to the lowest compared entry with this formula, charge and spin: 19.3 kcal per mole
* Kohn-Sham gap: 6.2 eV

Mulliken atomic charge list, values in e, 6 entries: K 1.20; N -0.41; C 0.02; S -0.52; N -0.74; N 0.02


(2)
# C29H33Br2MnNO2S4

A molecular structure, C29H33Br2MnNO2S4 (the ωB97M-V functional and the def2-TZVPD basis, OMol25).

```
! wB97M-V def2-TZVPD RIJCOSX def2/J DEFGRID3
* xyz -2 6
Mn -0.1096 0.7001 -0.4377
C 1.0715 -1.5576 0.4639
C 0.1149 -1.9768 -0.4935
C -1.1762 -1.5934 0.0240
C -0.9416 -1.0067 1.2997
C 0.4318 -1.0140 1.5939
C 1.0610 -0.7462 2.9568
C 0.3612 -1.6321 3.9976
C 0.9349 0.7076 3.4231
C 2.5452 -1.1159 2.9354
C -2.6134 -1.7607 -0.5094
C -2.8794 -0.9959 -1.8195
C -3.6019 -1.1787 0.5129
C -3.0004 -3.2383 -0.6776
C 0.5544 -2.9820 -1.5765
C 0.4469 -4.3967 -0.9723
C 2.0432 -2.7832 -1.9186
C -0.2003 -2.9560 -2.9130
H 2.1362 -1.7287 0.3834
H -1.7073 -0.6445 1.9705
H -0.6934 -1.3581 4.0935
H 0.8357 -1.5178 4.9826
H 0.4111 -2.6845 3.7011
H -0.1129 1.0184 3.4420
H 1.4726 1.3723 2.7492
H 1.3550 0.8282 4.4317
H 2.6860 -2.1654 2.6583
H 2.9860 -0.9533 3.9261
H 3.0914 -0.4972 2.2149
H -2.7410 0.0757 -1.6856
H -3.9183 -1.1522 -2.1445
H -2.2193 -1.3002 -2.6264
H -3.4125 -0.1148 0.6890
H -3.5463 -1.7062 1.4710
H -4.6203 -1.2830 0.1218
H -2.4639 -3.7296 -1.4872
H -4.0736 -3.3134 -0.9003
H -2.8022 -3.7920 0.2478
H 1.0544 -4.4583 -0.0639
H 0.8124 -5.1467 -1.6891
H -0.5781 -4.6489 -0.7039
H 2.6879 -3.0229 -1.0669
H 2.2426 -1.7606 -2.2436
H 2.3154 -3.4578 -2.7384
H -1.2470 -3.2369 -2.8126
H 0.2639 -3.6792 -3.5960
H -0.1401 -1.9645 -3.3671
Br -2.8137 3.6837 2.9950
C -1.1030 4.0024 2.2370
C -0.4465 5.2022 2.5321
C 0.7920 5.4630 2.0173
Br 1.6304 7.1271 2.4517
C 1.4516 4.5151 1.1943
C 2.7378 4.6710 0.6372
C 3.2800 3.6656 -0.1050
C 2.5490 2.4800 -0.3023
N 1.3564 2.3115 0.1886
C 0.7800 3.3030 0.9057
C -0.5755 3.0190 1.3807
O -1.1623 1.9531 1.0606
H -0.9258 5.9273 3.1768
H 3.2792 5.5942 0.7992
H 4.2547 3.7729 -0.5625
H 2.9387 1.6669 -0.9018
O -0.6986 2.8969 -7.2884
C -0.5563 2.6089 -6.1078
S -1.5742 3.2081 -4.8079
C -0.8184 2.3456 -3.4629
C 0.2099 1.5420 -3.7963
S 1.1178 0.5204 -2.7124
S 0.6439 1.4747 -5.5048
S -1.4634 2.5941 -1.8705
*
```

Computed properties:
* LUMO (alpha / beta): 3.8 / 3.8 eV
* Kohn-Sham gap (alpha / beta): 4.8 / 4.8 eV

Mulliken atomic charge list, values in e, 6 entries: Mn 1.21; C -0.20; C 0.78; C -1.11; C -0.03; C -0.40


(3)
# C29H33Br39ClFNO2PS

A molecular structure, C29H33Br39ClFNO2PS at a distorted geometry (the ωB97M-V functional and the def2-TZVPD basis, OMol25).

```
! wB97M-V def2-TZVPD RIJCOSX def2/J DEFGRID3
* xyz 0 1
C 0.3193 2.0219 3.0392
C 0.2531 2.1978 1.5076
C -1.1049 1.8040 0.8918
Cl -2.1804 3.1987 0.6135
C -0.8682 0.9595 -0.3352
C -0.3890 1.3984 -1.5047
C -0.0076 2.8083 -1.8488
C 1.3779 2.8758 -2.4972
F 1.4139 4.0232 -3.2822
C -0.1998 0.3417 -2.5664
O -0.5411 0.5202 -3.7143
C 0.3885 -0.9505 -2.0652
P 1.6886 -1.8581 -2.9869
C 2.5920 -0.5108 -3.8856
C 1.9437 -0.1911 -5.2535
C 2.8665 -2.5953 -1.7631
C 4.3446 -2.2839 -2.0402
C -0.1241 -1.3702 -0.9061
N 0.2470 -2.5663 -0.2109
C -0.0961 -3.6462 -0.6870
S -0.5802 -5.0489 -1.1600
C -1.1553 -0.5098 -0.2324
O -2.1381 -0.9561 0.3197
H -0.6567 1.8798 3.4925
H 0.8145 2.8954 3.4454
H 0.9551 1.1714 3.2710
H 0.5781 3.1893 1.2025
H 0.9803 1.5026 1.0874
H -1.5824 1.1557 1.6195
H -0.6961 3.2006 -2.5967
H 0.0292 3.4451 -0.9775
H 1.5587 2.0515 -3.1809
H 2.1563 2.9453 -1.7436
H 2.6593 0.3629 -3.2401
H 3.6146 -0.8132 -4.0795
H 0.9380 -0.5825 -5.3423
H 1.9512 0.8873 -5.3849
H 2.5420 -0.6372 -6.0437
H 2.6576 -2.2194 -0.7622
H 2.7325 -3.6741 -1.6843
H 5.0254 -2.8384 -1.4014
H 4.5004 -1.2241 -1.8429
H 4.6106 -2.4598 -3.0805
C -2.2619 1.2124 -6.8989
Br -1.1670 0.4380 -8.2799
Br -1.4634 2.7912 -6.1550
Br -4.0606 1.5338 -7.5147
H -2.3254 0.4859 -6.1001
C 2.7616 5.3388 4.7363
Br 4.1906 4.7231 5.8736
Br 2.9126 4.6267 2.9524
Br 1.0358 4.9672 5.4980
H 2.8537 6.4130 4.6616
C 5.8351 1.7336 -1.0110
Br 7.3262 1.1187 0.0478
Br 5.8670 0.9749 -2.7788
Br 4.1508 1.4209 -0.1211
H 5.9412 2.8032 -1.1238
C 6.6066 6.4178 1.3433
Br 5.2788 7.3843 0.3352
Br 6.0255 6.0987 3.1467
Br 7.1077 4.7588 0.4863
H 7.4889 7.0393 1.3868
C -2.2845 -4.0971 3.4175
Br -0.9560 -4.6899 4.6840
Br -1.8541 -4.6532 1.6222
Br -4.0547 -4.6481 3.9395
H -2.2721 -3.0163 3.4268
C -5.4023 -8.2085 6.3456
Br -6.6198 -7.6983 4.9423
Br -3.6056 -8.4153 5.6853
Br -5.4784 -6.9816 7.8287
H -5.7216 -9.1727 6.7124
C 6.2525 -6.3624 -0.7890
Br 7.3271 -7.1214 -2.1935
Br 7.0989 -4.8272 0.0096
Br 4.4720 -5.9538 -1.3982
H 6.1605 -7.1123 -0.0173
C -5.0025 -2.4056 -6.8293
Br -3.5303 -2.9005 -5.6864
Br -4.9124 -3.3032 -8.5297
Br -6.6982 -2.6867 -5.9626
H -4.9163 -1.3464 -7.0240
C -10.2009 -7.9198 3.3813
Br -10.4225 -6.7639 4.9013
Br -11.8731 -8.2198 2.4715
Br -8.8432 -7.2712 2.1771
H -9.8646 -8.8770 3.7529
C -0.8252 1.6742 7.7278
Br -2.1157 2.2368 6.4122
Br 0.8609 1.2299 6.9151
Br -0.6147 2.9866 9.1205
H -1.2075 0.7753 8.1885
C 4.0419 10.0735 -2.7455
Br 5.4558 11.0553 -1.8839
Br 2.5397 9.8064 -1.5691
Br 3.5155 10.8956 -4.4095
H 4.4334 9.0974 -2.9826
C -13.9309 -5.9843 7.4864
Br -13.9875 -6.9663 5.8335
Br -12.2775 -6.2852 8.4302
Br -14.2584 -4.1075 7.2090
H -14.7282 -6.3588 8.1112
C 5.8957 6.2521 -4.6667
Br 5.8969 8.1535 -4.9671
Br 6.5851 5.8464 -2.9165
Br 4.1471 5.4906 -4.9233
H 6.5544 5.8046 -5.3967
*
```

Computed properties:
* LUMO: -1.1 eV
* Kohn-Sham gap: 7.2 eV

Mulliken atomic charge list, values in e, 6 entries: C -0.53; C -0.01; C -0.53; Cl -0.18; C 0.35; C 1.76